131
Properties=species:S:1:pos:R:3:forces:R:3 method="wB97M-V/def2-TZVPD" total_charge=0 energy_ha=-3386.22352 e_lumo_ev=-0.23 max_force_ev_per_a=6.470
C 0.00930 -3.52849 1.67295 0.64 0.32 -0.30
C -0.57902 -2.64192 0.38256 0.29 -0.65 0.44
O -1.93898 -2.16129 0.67102 0.51 0.16 -1.40
C -2.61757 -1.64112 -0.52592 -0.72 -1.00 -0.99
C -4.21537 -1.28196 -0.18819 1.66 -0.63 0.66
O -4.44052 0.20197 -0.17036 0.42 -1.64 1.23
P -3.46020 0.74635 1.16138 1.49 -0.05 -0.43
C -3.43487 2.64796 1.33614 -1.99 1.57 0.61
C -2.21848 3.16337 2.30725 -0.06 -0.52 0.68
C -0.76523 2.45548 2.04096 0.85 0.95 0.78
C -0.01572 2.93014 0.64661 -0.68 -1.89 0.27
N 1.29485 2.11580 0.59739 5.33 -3.01 -0.50
C 1.72970 1.08966 -0.44734 3.06 -1.18 1.28
C 3.19870 0.36844 -0.17003 -3.61 4.34 3.16
C 3.66860 1.08610 1.23360 -4.68 0.90 -2.99
C 2.45773 2.13785 1.59700 1.60 -2.27 -1.76
H 0.44524 -4.55659 1.28704 -1.03 2.09 0.71
H 0.93575 -2.96232 2.16910 -2.25 -1.15 -0.97
H -0.81650 -3.74955 2.47456 1.56 0.59 -1.64
H 0.10432 -1.71662 0.16496 -1.13 -1.79 0.30
H -0.61800 -3.37681 -0.52988 0.10 1.52 1.41
H -2.09090 -0.73314 -1.04308 -0.89 -1.43 1.29
H -2.63790 -2.51692 -1.31846 0.14 1.92 1.54
H -4.40179 -1.75232 0.89313 0.26 1.08 -2.16
H -4.89686 -1.83834 -0.95921 1.20 1.58 1.34
H -4.14762 0.25826 2.35844 -0.39 0.72 -0.81
H -4.44900 2.94340 1.89249 2.49 -0.36 -1.31
H -3.47931 3.23643 0.30311 0.30 -1.61 2.16
H -2.53558 2.87444 3.42121 0.82 0.65 -2.58
H -2.15513 4.35356 2.30689 -0.22 -2.69 -0.30
H -0.79422 1.26901 2.14237 -0.01 2.71 -0.59
H -0.04621 2.81328 2.92333 -1.58 -0.82 -1.85
H -0.64486 2.53665 -0.28504 1.54 1.26 2.06
H 0.22756 4.07393 0.59615 -0.56 -2.22 0.08
H 1.13881 0.77176 -1.41103 0.76 1.13 2.38
H 3.72877 -0.47078 -0.82276 -1.35 2.11 1.56
H 4.67832 0.83443 1.79688 -2.62 1.00 -1.12
H 2.47250 2.84511 2.53048 -0.31 -1.57 -2.12
O -4.00315 -3.70019 -2.45931 -0.44 -0.42 0.13
H -4.95991 -3.82555 -2.37112 0.22 0.01 -0.10
H -3.62752 -4.28051 -1.78025 -0.09 0.11 -0.26
O 5.06310 -1.53556 -2.31614 0.13 0.03 0.12
H 4.93934 -0.85616 -2.99584 0.01 -0.04 -0.18
H 6.01782 -1.70125 -2.32200 -0.23 -0.01 -0.16
O 3.72030 5.14148 0.37391 -0.28 0.17 0.06
H 3.34390 4.26096 0.52191 0.03 -0.07 0.04
H 3.55607 5.60915 1.20656 0.07 -0.17 -0.26
O -1.24431 1.60069 4.75379 0.08 0.19 0.41
H -1.66819 1.97530 5.54048 0.10 -0.37 -0.23
H -1.76724 0.80793 4.56130 0.03 0.16 0.27
O 2.49873 3.54281 -2.23278 -0.37 0.33 0.01
H 2.38479 4.48328 -2.02924 0.17 -0.22 -0.07
H 2.13674 3.08983 -1.45641 0.20 -0.16 -0.05
O -4.01709 5.88096 2.46869 -0.25 0.44 -0.16
H -4.42097 6.67968 2.83994 0.20 -0.29 -0.07
H -4.34168 5.85718 1.55596 -0.06 -0.23 0.21
O -0.72964 5.43527 4.36566 0.22 -0.23 -0.22
H -0.41621 5.54898 3.45586 -0.18 -0.03 0.33
H -0.83388 4.47642 4.45914 -0.01 0.23 -0.07
O 6.95838 -2.30593 -4.36036 -0.02 -0.09 -0.34
H 6.05256 -2.43433 -4.67959 0.20 0.00 0.22
H 7.50932 -2.51263 -5.13024 -0.10 0.09 0.15
O 4.68291 0.40148 -4.86710 0.36 0.07 0.29
H 4.27903 1.20020 -4.49585 0.17 -0.28 -0.22
H 4.35832 0.37769 -5.77982 -0.08 0.08 0.48
O -6.68116 -1.28594 -2.74901 0.23 0.03 -0.31
H -6.02277 -1.38811 -3.45257 0.07 -0.13 0.37
H -6.37581 -0.51120 -2.25350 -0.04 0.04 -0.16
O 9.12158 -4.31721 -4.17242 -0.11 -0.24 0.37
H 8.75133 -3.68931 -3.53401 -0.05 -0.10 -0.25
H 9.18363 -5.14686 -3.67561 0.05 0.26 -0.23
O -3.08744 -0.25769 5.59249 -0.55 -0.37 0.37
H -4.04421 -0.38304 5.68068 0.33 0.09 -0.14
H -2.71182 -0.83801 6.27155 0.19 0.02 -0.14
O 5.65380 3.74535 1.88379 0.39 0.16 0.13
H 5.42179 4.05656 0.99598 -0.09 0.02 0.19
H 6.08094 4.51125 2.29604 -0.09 -0.31 -0.14
O -5.80356 4.07111 0.43404 -0.47 0.10 -0.29
H -6.30207 3.51567 1.05200 0.07 0.09 -0.32
H -5.83784 3.58092 -0.40114 -0.10 0.11 0.28
O 7.47126 -4.56569 -6.90309 -0.46 0.07 0.28
H 6.50774 -4.66047 -6.94228 0.33 -0.01 -0.04
H 7.67754 -4.65988 -5.96099 0.21 -0.03 -0.07
O -7.58744 0.25112 -5.26751 -0.13 0.14 0.21
H -8.54421 0.12576 -5.17931 0.19 -0.17 -0.29
H -7.21182 -0.32920 -4.58845 -0.27 0.21 -0.01
O 2.37140 0.95386 -6.06822 -0.80 -0.06 -0.09
H 1.94752 1.32846 -5.28153 0.18 -0.07 -0.23
H 1.84847 0.16109 -6.26072 0.18 0.24 0.03
O -1.11250 -2.07959 7.64726 0.06 -0.14 0.39
H -0.93805 -1.67364 8.50962 -0.05 -0.07 -0.32
H -0.78207 -2.98539 7.74388 -0.14 0.31 -0.14
O 6.34223 -1.10700 3.71416 -0.18 0.33 -0.09
H 6.77580 -0.24225 3.65837 -0.04 -0.38 0.02
H 5.64935 -1.06544 3.03801 0.29 -0.12 0.19
O 8.34369 -2.55092 5.88246 -0.03 -0.01 0.13
H 9.12319 -2.58923 5.30818 -0.26 -0.02 -0.02
H 7.60050 -2.48508 5.26413 0.16 0.10 0.06
O -0.95631 3.10928 -2.30020 -0.14 -0.03 -0.72
H -0.17681 3.07098 -2.87448 -0.01 0.10 0.25
H -1.69950 3.17512 -2.91853 0.18 0.00 0.25
O 8.81443 -5.61928 6.53107 -0.19 0.03 0.43
H 8.70050 -4.67881 6.73462 -0.06 0.14 -0.05
H 8.45245 -6.07226 7.30745 0.14 0.09 -0.39
O -6.35631 1.92731 -2.98802 0.16 -0.09 -0.08
H -5.57681 1.88900 -3.56230 -0.26 0.10 0.14
H -7.09950 1.99315 -3.60635 0.17 -0.10 0.07
O -6.22843 2.50157 -6.68879 0.02 -0.23 -0.33
H -5.97131 2.24014 -7.58570 -0.07 0.17 0.35
H -6.83288 1.79952 -6.40462 0.09 -0.05 0.11
O 4.14878 -4.19460 -3.39879 -0.07 -0.27 0.39
H 4.25961 -3.41977 -2.82761 0.10 0.18 -0.13
H 4.05900 -4.93258 -2.77725 0.03 0.23 -0.32
O 7.39862 0.13636 0.89609 -0.34 0.22 -0.13
H 6.99474 0.93508 1.26734 0.17 -0.07 -0.21
H 7.07402 0.11258 -0.01663 0.08 0.03 0.30
O -6.62119 -3.24725 1.68895 0.16 0.20 -0.25
H -6.74496 -2.56786 1.00924 0.12 -0.24 0.08
H -5.66647 -3.41294 1.68309 -0.31 0.05 0.10
O -8.31250 -0.71865 2.25253 0.20 -0.21 0.25
H -8.13805 -0.31269 3.11489 -0.06 -0.06 -0.38
H -7.98207 -1.62444 2.34915 -0.09 0.14 0.15
O -9.82843 -1.27967 -6.55061 -0.23 -0.43 -0.18
H -9.57131 -1.54111 -7.44752 -0.01 0.18 0.32
H -10.43288 -1.98172 -6.26644 0.17 0.28 -0.05
O 9.64472 -4.13936 4.10808 -0.06 -0.48 -0.46
H 9.14621 -4.69480 4.72604 0.15 -0.05 -0.06
H 9.61044 -4.62956 3.27290 0.10 0.29 0.29
O -7.10261 1.16334 -0.01879 -0.23 -0.19 -0.37
H -6.78918 1.27705 -0.92858 0.03 0.16 0.14
H -7.20685 0.20449 0.07469 -0.05 0.41 0.33

=====

33
Properties=species:S:1:pos:R:3:forces:R:3 method="wB97M-V/def2-TZVPD" total_charge=+1 energy_ha=-2663.90574 e_lumo_ev=-5.61 max_force_ev_per_a=8.899
C 3.25054 -1.25031 3.20404 -1.07 2.26 -1.21
C 3.00832 -0.08416 2.39027 0.46 -3.11 1.08
C 1.54704 0.14336 1.82320 -0.05 1.39 2.46
N 0.92676 -0.21196 0.64947 2.92 1.99 2.38
C 1.74070 -0.99788 -0.29546 2.00 -2.82 0.01
F 2.06155 -2.24085 0.41096 -0.90 3.14 -1.72
F 3.02352 -0.44018 -0.63038 -3.68 -0.86 1.12
C 1.05636 -1.47476 -1.66475 0.08 -3.63 -0.73
F 1.93292 -2.52239 -2.18026 -2.17 3.06 1.66
F -0.19196 -2.18158 -1.41710 3.39 2.53 -0.38
C 0.93018 -0.39898 -2.84839 -0.46 0.20 -4.11
F 1.44442 0.89752 -2.59305 -1.84 -3.68 -0.23
F -0.45611 -0.40217 -3.28619 4.03 0.64 1.50
F 1.65661 -0.89044 -4.00659 -2.03 1.59 3.59
C -0.49241 0.23908 0.73639 -3.95 1.29 0.29
C -1.40558 0.61621 -0.49769 -2.70 -3.18 -1.54
Cl -1.22825 2.15617 -1.52680 0.24 -1.96 1.90
C -2.53898 -0.20731 -0.89303 1.52 1.93 -0.14
C -3.52085 0.19555 -2.13211 -0.77 -0.32 1.02
Cl -3.00594 -1.76060 -0.01297 0.93 2.30 -1.14
C -0.64940 1.57745 1.67887 1.43 -0.65 -0.93
N -2.05796 1.73417 2.14678 0.56 5.00 -1.48
C -2.48620 2.95492 1.86088 -3.79 1.02 -3.73
O -3.13915 3.89841 1.33490 4.81 -6.12 4.31
S 0.49484 1.08593 3.06160 1.55 -1.32 -2.80
H 2.40298 -1.70089 3.86292 1.43 0.32 -1.94
H 4.28897 -1.73788 3.25730 -1.56 1.44 0.46
H 3.88472 0.66094 2.21625 -1.88 -1.54 -0.62
H -0.98190 -0.55327 1.42394 0.25 0.96 -1.69
H -3.03762 0.02285 -3.15988 -0.45 0.37 1.75
H -3.88448 1.29722 -2.01538 0.97 -1.95 -0.23
H -4.48791 -0.45316 -2.08842 1.93 1.02 0.06
H -0.14459 2.46648 1.12353 -1.19 -1.31 1.04

=====

24
Properties=species:S:1:pos:R:3:forces:R:3 method="wB97M-V/def2-TZVPD" total_charge=0 energy_ha=-1127.48090 e_lumo_ev=-0.81 de_lowest_ev=0.000 max_force_ev_per_a=3.932
C -0.19356 0.98311 -2.31970 0.06 0.01 0.67
C -0.11210 0.44959 -0.88324 -0.56 0.61 -1.80
C -0.49653 -0.79982 -0.45464 1.30 2.33 -0.03
C -0.96663 -1.87154 -1.27669 -2.73 -0.87 -1.21
O -1.61845 -1.65235 -2.29921 1.33 0.13 0.72
C -0.98140 -3.31009 -0.78130 1.42 0.03 1.33
C 0.23186 -4.06598 -1.16914 2.43 -2.04 -0.83
N 1.15366 -4.73027 -1.49334 -2.99 2.32 1.08
O -0.34860 -0.88890 0.90783 0.33 -0.75 0.11
C 0.15176 0.30061 1.31118 -0.41 1.06 0.89
C 0.37738 0.67103 2.63443 0.90 1.25 -0.51
C 0.87489 1.98039 2.87585 -0.91 -1.36 0.14
C 0.97739 2.92909 1.84442 -0.18 -1.01 -0.24
Cl 1.56489 4.50322 2.27151 -0.11 0.00 -0.27
C 0.64882 2.57131 0.55022 0.27 -0.65 -0.90
C 0.26822 1.21724 0.27405 0.24 0.27 0.27
H -1.16715 1.46961 -2.47910 0.33 0.07 0.15
H -0.16667 0.18910 -3.04583 0.03 -0.46 -0.10
H 0.62645 1.67161 -2.58613 -0.38 -0.11 0.47
H -1.84516 -3.79940 -1.16972 -0.56 -0.27 -0.51
H -1.07954 -3.30694 0.32586 0.27 -0.10 -0.54
H 0.21907 -0.08617 3.36691 0.08 -0.07 0.84
H 1.11893 2.30993 3.88240 -0.07 -0.25 -0.13
H 0.76247 3.26560 -0.28663 -0.12 -0.11 0.40

=====

22
Properties=species:S:1:pos:R:3:forces:R:3 method="wB97M-V/def2-TZVPD" total_charge=0 energy_ha=-571.58299 e_lumo_ev=0.01 de_lowest_ev=1.027 max_force_ev_per_a=4.228
C -3.10751 -0.81807 -0.13132 3.31 -0.53 -0.15
C -2.67296 -2.15267 -0.37368 -3.66 -0.18 0.65
N -1.45697 -2.54536 -0.38541 1.59 -0.59 -0.23
C -0.50705 -1.61494 -0.26911 2.40 1.06 -0.32
C 0.91235 -1.99862 -0.43560 -0.90 4.11 0.42
C 1.86328 -1.01889 -0.41874 -0.67 1.00 1.45
C 1.62788 0.40399 -0.05278 -0.06 -0.77 -1.34
N 2.67782 1.25404 0.12765 -0.60 -0.83 0.00
C 2.36883 2.47199 0.53614 0.93 -1.14 0.00
C 1.10126 2.91853 0.74961 -2.24 0.15 -0.13
C -0.00400 2.11564 0.44503 1.27 0.21 0.17
C 0.28211 0.80038 0.00729 0.04 0.24 1.42
C -0.73986 -0.22112 -0.05246 -1.66 -0.68 -0.57
C -2.09842 0.14623 0.05582 -1.73 0.13 0.28
H -4.13746 -0.68437 -0.09678 -1.53 0.79 0.18
H -3.48724 -2.96827 -0.44090 1.34 1.30 -0.09
H 1.24305 -2.95024 -0.57763 0.33 -2.72 -0.40
H 2.89583 -1.25002 -0.40564 0.93 -0.49 -0.43
H 3.16375 3.12826 0.82166 0.68 0.19 -0.17
H 1.03106 3.89992 1.18677 -0.49 0.23 -0.06
H -1.01950 2.46787 0.61948 0.41 -0.04 -0.09
H -2.39101 1.20135 0.33611 0.31 -1.44 -0.58

=====

27
Properties=species:S:1:pos:R:3:forces:R:3 method="wB97M-V/def2-TZVPD" total_charge=+2 s_squared=2.011 energy_ha=-1721.15280 e_lumo_ev="-10.70 / -10.82" de_lowest_ev=2.093 multiplicity=3 max_force_ev_per_a=7.795
Ti 0.70116 -0.08578 -0.52789 -0.88 2.86 -2.21
C -0.10558 -0.91289 1.03837 -1.26 -3.56 4.74
O -0.50105 -1.47611 1.96165 3.29 -0.17 -2.71
C 2.09240 -1.58360 -0.14683 4.57 -4.71 1.03
O 2.85587 -2.42008 0.07679 -3.23 3.48 -0.89
C 1.76005 1.05869 0.70456 3.86 5.01 4.47
O 2.34665 1.76079 1.41344 -2.27 -2.91 -2.70
C -0.26445 -1.41599 -1.64178 -4.08 -4.68 -4.71
O -0.85888 -2.15770 -2.30237 2.41 2.81 2.72
C 2.83466 1.97843 -4.64018 1.44 -1.17 -0.01
H 2.00224 1.81897 -5.32675 0.12 -0.04 0.30
H 2.95256 2.98050 -4.22559 -0.10 -0.30 0.04
C 3.81299 1.03449 -4.48880 -1.17 1.37 -0.44
H 4.73433 1.26160 -3.95033 -0.32 -0.11 0.01
H 3.78404 0.10018 -5.05143 -0.09 0.17 0.28
N -3.83667 -1.60008 5.14307 3.32 0.84 -3.85
C -3.10043 -1.35893 4.23140 -1.68 0.25 1.21
C -2.43594 -0.76217 2.99256 -1.39 1.61 -0.40
C -2.86915 -0.98930 1.66590 -4.10 -2.44 0.62
C -2.51748 -0.27573 0.55567 0.17 0.02 -1.24
N -1.55284 0.69095 0.61514 -0.06 0.16 -0.11
C -1.30454 1.14939 1.87969 0.86 0.80 -0.48
C -1.66463 0.42460 2.97959 -0.58 1.62 4.42
H -3.70942 -1.75020 1.55977 1.26 0.94 -0.13
H -2.95534 -0.47751 -0.46676 0.57 0.06 1.40
H -0.73847 2.12642 1.94950 -0.67 -1.38 0.08
H -1.46206 0.88107 4.00160 -0.01 -0.52 -1.46

=====

33
Properties=species:S:1:pos:R:3:forces:R:3 method="wB97M-V/def2-TZVPD" total_charge=0 energy_ha=-16005.41852 e_lumo_ev="-2.52 / -2.52" de_lowest_ev=0.141 max_force_ev_per_a=1.219
Pt 0.25271 -0.32549 0.15160 0.18 -1.00 0.20
Se 0.25250 -0.49438 2.55618 -0.33 0.67 0.16
Se 2.41520 -0.91913 3.21694 0.56 -0.24 -0.37
Se 3.58888 0.45047 1.70417 -0.26 0.01 0.25
Se 2.66399 -0.34338 -0.27143 0.16 -0.22 0.06
Se -0.90709 2.80392 -1.93494 0.09 0.01 0.10
Se 1.05241 1.90300 -2.78370 -0.03 -0.02 0.01
C 0.35960 0.13109 -3.04673 0.02 0.05 -0.06
C 0.30939 -0.34515 -4.34820 0.06 0.12 -0.01
C -0.32769 -1.54343 -4.61617 -0.08 -0.06 0.05
C -0.96000 -2.19750 -3.57481 0.03 -0.01 -0.02
C -0.85537 -1.67010 -2.30444 0.06 0.23 0.09
N -0.15637 -0.55817 -2.02223 0.15 0.03 0.07
C -0.22398 3.25247 -0.18794 -0.05 -0.04 -0.20
C -0.40888 4.55776 0.24430 0.00 0.00 0.05
C 0.08995 4.92127 1.48491 0.02 -0.04 0.02
C 0.77466 3.97562 2.22823 -0.03 0.09 -0.08
C 0.90549 2.69914 1.71024 0.08 -0.14 0.15
N 0.40751 2.33364 0.53346 -0.30 -0.59 -0.12
H 0.73838 0.25074 -5.14089 0.00 0.00 0.00
H -0.36995 -1.92726 -5.62665 0.01 -0.01 0.00
H -1.51984 -3.11125 -3.71081 -0.01 0.01 -0.03
H -1.34482 -2.15157 -1.47894 -0.07 0.02 0.05
H -0.92032 5.26913 -0.38844 0.01 -0.01 -0.01
H -0.03836 5.93095 1.85197 -0.02 0.00 0.00
H 1.19913 4.20905 3.19415 0.01 0.00 0.00
H 1.41976 1.92806 2.27086 -0.10 0.12 -0.04
S -4.19899 -0.13709 -0.93103 -0.20 0.02 -0.10
C -2.80214 -0.16243 -0.16239 0.17 -0.02 0.00
N -1.77249 -0.18010 0.41140 0.06 -0.12 0.09
S 0.74345 -2.76968 0.58961 0.26 1.13 -0.36
C -0.46196 -3.70280 -0.08949 -0.62 0.05 0.02
N -1.29825 -4.35086 -0.56070 0.19 -0.05 0.04